C15H32AlBrCaCl3F8GaO10S2 | the ωB97M-V functional and the def2-TZVPD basis

The calculation puts the HOMO-LUMO gap at 2.36 eV.

Last column: Mulliken charge in e.
Geometry (Å):
C (3.987, -5.770, 0.621)  -0.341
C (3.112, -5.008, -0.537)  -0.505
C (1.565, -4.651, -0.117)  -0.526
C (0.443, -5.731, -0.643)  0.122
C (0.670, -7.269, -0.125)  -0.605
Ga (-1.387, -5.102, 0.156)  0.099
H (4.384, -5.000, 1.442)  0.129
H (3.430, -6.634, 1.181)  -0.196
H (4.978, -6.260, 0.172)  0.275
H (3.168, -5.562, -1.591)  0.277
H (3.651, -3.959, -0.722)  0.337
H (1.307, -3.621, -0.664)  0.298
H (1.428, -4.410, 1.044)  0.037
H (0.453, -5.730, -1.830)  0.420
H (1.432, -7.394, 0.754)  0.020
H (0.905, -7.927, -1.071)  0.311
H (-0.385, -7.651, 0.283)  0.300
H (-1.279, -3.577, 0.635)  -0.048
H (-2.522, -5.383, -0.935)  -0.158
H (-1.645, -6.050, 1.440)  -0.460
Al (1.778, -7.641, 2.468)  0.241
C (-3.476, 1.229, -1.592)  0.349
C (-3.709, -0.028, -2.430)  -0.933
C (-2.608, -1.026, -2.075)  -0.587
S (-2.123, -0.659, -0.395)  1.151
O (-0.756, -0.182, -0.403)  -0.673
O (-2.565, -1.732, 0.474)  -0.653
C (-3.208, 0.738, -0.178)  -0.934
H (-4.336, 1.905, -1.627)  0.530
H (-2.603, 1.771, -1.974)  -0.463
H (-4.688, -0.456, -2.181)  0.330
H (-3.710, 0.194, -3.501)  0.359
H (-2.965, -2.057, -2.133)  0.368
H (-1.731, -0.898, -2.716)  0.406
H (-2.729, 1.489, 0.454)  0.332
H (-4.126, 0.378, 0.295)  0.386
O (-3.966, 3.065, -3.669)  -0.598
S (-3.088, 4.229, -3.448)  1.226
O (-2.812, 4.369, -2.006)  -0.374
O (-3.754, 5.448, -3.942)  -0.565
O (-1.820, 4.033, -4.174)  -0.450
O (-4.620, -7.976, -0.098)  -0.587
H (-4.006, -8.725, -0.120)  0.306
H (-4.238, -7.381, 0.565)  0.273
C (1.236, 6.120, 0.505)  -0.898
C (1.060, 7.465, -0.216)  1.037
C (0.668, 8.644, 0.677)  0.103
F (-0.466, 8.430, 1.372)  -0.194
F (0.452, 9.758, -0.078)  -0.298
F (0.183, 7.302, -1.243)  -0.267
F (2.262, 7.766, -0.807)  -0.328
O (0.099, 5.249, 0.532)  -0.232
C (-0.882, 5.559, 1.520)  0.598
C (-2.185, 6.116, 0.933)  0.473
F (-1.964, 7.156, 0.088)  -0.219
F (-3.005, 6.581, 1.913)  -0.288
F (-0.319, 6.375, 2.445)  -0.311
F (-1.139, 4.389, 2.171)  -0.306
H (1.987, 5.561, -0.069)  0.596
H (1.683, 6.234, 1.499)  0.227
H (1.468, 8.878, 1.383)  0.273
H (-2.723, 5.346, 0.375)  0.077
O (-0.383, 2.284, -2.681)  -0.437
H (0.207, 2.627, -3.326)  0.232
O (6.441, -6.008, 2.896)  -0.625
H (6.294, -6.452, 2.047)  0.334
H (5.901, -5.206, 2.837)  0.346
Ca (-0.388, -6.166, 3.919)  1.210
C (4.817, 5.194, 2.468)  -0.041
Cl (4.635, 4.683, 4.155)  -0.130
Cl (4.714, 3.799, 1.380)  -0.119
Cl (3.591, 6.402, 2.048)  -0.074
H (5.804, 5.650, 2.351)  0.333
Br (4.112, -7.134, 3.816)  -0.299

=====

C20H41N3S2Si2Zn | the ωB97M-V functional and the def2-TZVPD basis

The calculation puts the HOMO-LUMO gap (spin up / spin down) at 4.90 / 4.90 eV.

Last column: natural (NBO) charge in e.
Geometry (Å):
Zn (0.839, 1.192, -0.970)  1.562
S (1.576, 2.716, 0.963)  0.198
S (1.603, -1.467, -0.995)  0.230
C (0.757, 4.005, -0.061)  -0.739
C (3.290, 3.043, 0.391)  -0.545
C (3.526, 2.457, -0.988)  -0.239
N (2.961, 1.096, -1.019)  -0.780
C (3.522, 0.167, -2.016)  -0.236
C (3.347, -1.249, -1.494)  -0.560
H (3.948, 2.566, 1.129)  0.233
H (3.423, 4.129, 0.422)  0.236
H (4.587, 2.484, -1.270)  0.204
H (3.026, 3.039, -1.759)  0.199
H (4.564, 0.393, -2.282)  0.197
H (2.978, 0.312, -2.948)  0.203
H (3.955, -1.413, -0.595)  0.225
H (3.597, -2.009, -2.245)  0.239
C (1.075, -2.231, -2.555)  -0.732
H (3.003, 0.671, -0.074)  0.412
H (1.033, -1.482, -3.346)  0.219
H (0.083, -2.650, -2.389)  0.270
H (1.798, -3.013, -2.821)  0.210
H (-0.264, 4.116, 0.314)  0.272
H (0.716, 3.748, -1.125)  0.202
H (1.318, 4.930, 0.086)  0.220
C (2.125, -1.078, 2.792)  -0.352
C (3.480, -0.901, 2.727)  -0.449
H (1.674, -1.965, 2.362)  0.208
H (1.473, -0.315, 3.242)  0.208
H (4.082, -1.725, 2.370)  0.193
H (3.975, -0.078, 3.225)  0.194
C (-0.171, -4.310, 0.157)  -1.135
Si (-1.592, -3.096, 0.307)  1.828
C (-3.152, -3.817, -0.444)  -1.133
C (-1.773, -2.686, 2.126)  -1.129
N (-1.326, -1.611, -0.526)  -1.118
C (-1.669, -0.661, -1.330)  0.191
C (-2.205, -0.866, -2.654)  -0.263
C (-2.658, 0.174, -3.448)  -0.225
C (-2.639, 1.503, -2.991)  -0.313
C (-2.096, 1.795, -1.761)  -0.262
C (-1.452, 0.780, -0.997)  -0.062
N (-0.868, 1.136, 0.221)  -1.453
Si (-1.799, 1.557, 1.663)  1.863
C (-3.483, 0.780, 1.387)  -1.144
C (-1.113, 0.956, 3.287)  -1.145
C (-2.069, 3.408, 1.769)  -1.154
H (-0.519, -5.211, 0.687)  0.230
H (0.772, -3.994, 0.621)  0.232
H (0.074, -4.585, -0.875)  0.226
H (-3.540, -4.659, 0.143)  0.220
H (-3.925, -3.042, -0.517)  0.242
H (-2.961, -4.149, -1.474)  0.230
H (-0.817, -2.430, 2.601)  0.223
H (-2.457, -1.857, 2.329)  0.238
H (-2.156, -3.588, 2.626)  0.218
H (-2.295, -1.902, -2.987)  0.191
H (-3.020, -0.026, -4.456)  0.201
H (-3.051, 2.316, -3.591)  0.199
H (-2.112, 2.807, -1.334)  0.201
H (-4.003, 1.261, 0.549)  0.241
H (-3.436, -0.292, 1.162)  0.248
H (-4.094, 0.914, 2.291)  0.225
H (-0.141, 1.406, 3.533)  0.224
H (-1.843, 1.281, 4.045)  0.233
H (-1.022, -0.135, 3.361)  0.247
H (-1.184, 3.969, 2.091)  0.216
H (-2.421, 3.841, 0.824)  0.231
H (-2.854, 3.546, 2.530)  0.237

=====

C3H2F2N2S | the ωB97M-V functional and the def2-TZVPD basis

The calculation puts the HOMO-LUMO gap at 10.06 eV. As for the energy above the lowest of the compared OMol25 structures with the same formula, charge and spin: 22.7 kcal/mol. The SMILES is FC(F)c1csnn1.

Last column: natural (NBO) charge in e.
Geometry (Å):
C (1.094, -0.069, -0.897)  -0.431
C (-0.003, -0.079, 0.017)  -0.019
C (-1.231, 0.732, 0.177)  0.555
N (0.321, -0.902, 1.090)  -0.142
N (1.405, -1.474, 1.050)  -0.302
F (-2.208, -0.087, 0.780)  -0.354
F (-1.730, 1.185, -0.922)  -0.300
S (2.300, -1.101, -0.349)  0.596
H (1.143, 0.319, -1.874)  0.252
H (-1.091, 1.475, 0.927)  0.146

=====

C5H5NS | the ωB97M-V functional and the def2-TZVPD basis

The calculation puts the HOMO-LUMO gap (spin up / spin down) at 7.09 / 7.03 eV. As for the energy above the lowest of the compared OMol25 structures with the same formula, charge and spin: 117.2 kcal/mol.

Last column: natural (NBO) charge in e.
Geometry (Å):
C (0.314, -1.838, -1.286)  0.178
C (-1.041, 0.125, -0.472)  -0.174
C (1.714, -0.195, 0.832)  -0.337
C (-0.026, -0.684, -0.674)  -0.091
C (-1.063, 1.301, 0.427)  -0.654
N (0.879, -2.673, -1.826)  -0.275
S (1.889, -1.153, 2.037)  0.237
H (-1.806, 0.117, -1.331)  0.220
H (2.461, 0.254, 0.242)  0.187
H (-1.749, 2.114, -0.113)  0.233
H (-1.571, 1.010, 1.467)  0.240
H (-0.003, 1.622, 0.698)  0.235

=====

C5H14N | the ωB97M-V functional and the def2-TZVPD basis

As for the total charge: +1. The calculation puts the HOMO-LUMO gap at 11.20 eV. As for the energy above the lowest of the compared OMol25 structures with the same formula, charge and spin: 9.8 kcal/mol. The SMILES is CC(C)CC[NH3+].

Last column: natural (NBO) charge in e.
Geometry (Å):
C (0.351, 0.422, -1.574)  -0.210
C (0.285, -0.699, -0.559)  -0.451
C (-0.854, -0.587, 0.455)  -0.211
C (-0.741, -1.676, 1.491)  -0.611
C (-0.800, 0.808, 1.184)  -0.635
N (1.552, 1.348, -1.335)  -0.676
H (-0.500, 1.093, -1.491)  0.230
H (0.404, 0.065, -2.596)  0.239
H (1.221, -0.946, -0.047)  0.224
H (0.087, -1.600, -1.149)  0.245
H (-1.817, -0.506, -0.046)  0.215
H (-0.811, -2.645, 1.012)  0.221
H (-1.536, -1.640, 2.232)  0.236
H (0.239, -1.673, 1.971)  0.210
H (-0.491, 1.695, 0.622)  0.174
H (-1.817, 1.035, 1.519)  0.239
H (-0.235, 0.749, 2.117)  0.222
H (1.278, 2.307, -1.551)  0.444
H (1.814, 1.307, -0.349)  0.448
H (2.371, 1.141, -1.908)  0.446

=====

C19H24CuN5O2 | the ωB97M-V functional and the def2-TZVPD basis

As for the total charge: +1. The calculation puts the HOMO-LUMO gap (spin up / spin down) at 7.53 / 7.07 eV. As for the energy above the lowest of the compared OMol25 structures with the same formula, charge and spin: 15.0 kcal/mol. Its multiplicity is 2.

Last column: natural (NBO) charge in e.
Geometry (Å):
Cu (-0.473, -1.239, -0.855)  1.428
C (-1.705, -1.593, 3.155)  -0.687
C (-1.555, -1.559, 1.676)  0.241
N (-0.437, -1.475, 1.054)  -0.334
N (0.796, -1.427, 1.628)  -0.434
C (1.695, -1.431, 0.654)  0.603
O (1.398, -1.469, -0.600)  -0.787
C (3.130, -1.398, 1.018)  -0.096
C (3.527, -1.474, 2.351)  -0.168
C (4.873, -1.434, 2.672)  -0.215
C (5.825, -1.317, 1.668)  -0.174
C (5.434, -1.244, 0.340)  -0.218
C (4.089, -1.288, 0.012)  -0.182
C (-2.716, -1.655, 0.748)  0.176
C (-4.030, -1.710, 1.189)  -0.224
C (-5.047, -1.842, 0.254)  -0.120
C (-4.728, -1.917, -1.090)  -0.242
C (-3.392, -1.839, -1.459)  0.079
N (-2.416, -1.711, -0.570)  -0.550
H (-0.723, -1.666, 3.613)  0.269
H (-2.311, -2.442, 3.463)  0.242
H (-2.194, -0.686, 3.514)  0.243
H (2.779, -1.564, 3.123)  0.232
H (5.180, -1.497, 3.705)  0.224
H (6.875, -1.288, 1.923)  0.223
H (6.177, -1.160, -0.440)  0.222
H (3.772, -1.251, -1.018)  0.225
H (-4.248, -1.658, 2.244)  0.242
H (-6.077, -1.891, 0.577)  0.241
H (-5.488, -2.031, -1.846)  0.246
H (-3.094, -1.875, -2.497)  0.224
C (1.471, 3.169, -1.178)  -0.410
N (0.863, 1.975, -1.736)  -0.420
C (1.811, 1.110, -2.431)  -0.406
C (-0.437, 1.615, -1.667)  0.818
O (-0.767, 0.419, -1.924)  -0.843
N (-1.411, 2.469, -1.312)  -0.415
C (-2.722, 1.938, -0.983)  -0.413
C (-1.405, 3.919, -1.336)  -0.408
H (2.537, 2.967, -1.083)  0.227
H (1.082, 3.380, -0.183)  0.216
H (1.364, 4.045, -1.818)  0.199
H (2.300, 1.684, -3.218)  0.204
H (1.301, 0.259, -2.873)  0.235
H (2.562, 0.749, -1.732)  0.210
H (-2.718, 0.853, -1.040)  0.233
H (-3.464, 2.328, -1.684)  0.206
H (-3.000, 2.258, 0.023)  0.201
H (-0.473, 4.333, -1.692)  0.221
H (-1.609, 4.308, -0.336)  0.207
H (-2.200, 4.257, -2.005)  0.210